This record from the OMol25 dataset describes H2O4S2 in the gas phase at a distorted geometry. The level of theory is ωB97M-V/def2-TZVPD.

```
! RIJCOSX wB97M-V def2-TZVPD def2/J DEFGRID3
* xyz 0 1
O 0.19 -1.46 1.16
S -0.88 -0.80 0.51
S -2.64 -0.78 1.18
O -0.33 0.93 0.13
O 1.03 1.00 0.24
O 1.63 0.72 -0.99
H -0.83 -1.20 -0.84
H 1.83 1.58 -1.39
*
```

* E_tot: -1098.280362 Ha
* gap between HOMO and LUMO: 0.37654 Eh
* SMILES: O=[S@@H](=S)OOO
* HOMO: -10.3 eV
* energy relative to the best compared isomer or geometry (same formula, charge and spin): 552.6 kJ/mol

Here are the Löwdin charges for atoms 1 to 5, given in e:
1. O -0.3936
2. S 0.3499
3. S 0.3329
4. O -0.2930
5. O -0.1827



This record from the OMol25 dataset describes 2 unconnected molecules or ions with the total composition C4H10N2O at a distorted geometry. The level of theory is ωB97M-V/def2-TZVPD.

```
! RIJCOSX wB97M-V def2-TZVPD def2/J DEFGRID3
* xyz 0 1
C 2.51 -0.05 0.12
C -1.82 0.69 0.58
C -0.65 -0.06 -1.59
N 0.68 -0.72 1.45
N 1.61 0.08 1.06
C -1.35 -0.48 -0.26
O -1.78 -1.60 -0.11
H 0.81 -1.66 1.07
H 1.52 1.00 1.48
H 2.61 -0.99 -0.40
H 3.19 0.75 -0.09
H -1.63 0.46 1.62
H -1.31 1.61 0.31
H -2.90 0.81 0.45
H 0.31 0.42 -1.38
H -0.51 -0.93 -2.23
H -1.28 0.67 -2.09
*
```

* E_tot: -343.061073 Ha
* gap between HOMO and LUMO: 0.32862 Eh
* HOMO: -8.2 eV
* energy relative to the best compared isomer or geometry (same formula, charge and spin): 368.6 kJ/mol

Here are the Löwdin charges for atoms 1 to 5, given in e:
1. C -0.0202
2. C -0.0532
3. C -0.0256
4. N 0.0317
5. N -0.2108



This record from the OMol25 dataset describes a molecular structure, C10H17CdNO at a distorted geometry. The level of theory is ωB97M-V/def2-TZVPD.

```
! RIJCOSX wB97M-V def2-TZVPD def2/J DEFGRID3
* xyz -2 1
C -0.05 -1.69 -2.48
C -0.58 -2.49 -1.43
C 0.36 -2.47 -0.34
C 1.49 -1.71 -0.75
C 1.24 -1.24 -2.08
Cd -1.11 1.32 -0.80
N 1.02 1.75 -3.30
C -3.28 0.70 -0.99
C -3.82 -0.47 -0.49
H 0.21 -2.92 0.65
H -1.53 -3.04 -1.45
H 2.36 -1.47 -0.14
H 1.89 -0.56 -2.66
H -0.54 -1.43 -3.42
H -3.38 -1.40 -0.83
H -3.32 1.84 -0.81
H 0.64 2.72 -3.05
H -4.33 -0.71 0.46
H -2.52 0.50 -2.16
C 1.86 2.00 1.63
C 1.11 0.78 1.94
C 1.04 0.65 3.43
O -0.03 0.63 1.12
H 1.32 2.86 1.94
H 2.07 2.08 0.59
H 2.78 2.00 2.16
H 1.72 -0.13 1.73
H 0.52 1.41 3.99
H 0.79 -0.32 3.85
H 2.09 0.79 3.68
*
```

* E_tot: -688.555343 Ha
* gap between HOMO and LUMO (alpha / beta): 0.18561 / 0.17653 Eh
* HOMO (alpha / beta): 0.7 / 0.7 eV
* energy relative to the best compared isomer or geometry (same formula, charge and spin): 204.2 kJ/mol

Here are the Löwdin charges for atoms 1 to 5, given in e:
1. C -0.2723
2. C -0.2652
3. C -0.2441
4. C -0.2365
5. C -0.2550



This record from the OMol25 dataset describes a molecular structure, C11H17CeCl2NO2 at a distorted geometry. The level of theory is ωB97M-V/def2-TZVPD.

```
! RIJCOSX wB97M-V def2-TZVPD def2/J DEFGRID3
* xyz -2 1
C 0.30 -1.15 -1.95
C 1.14 0.00 -2.13
C 0.32 1.15 -2.21
C 2.61 0.00 -2.34
C -1.03 0.74 -2.06
C -1.05 -0.69 -1.91
C -2.27 -1.54 -1.86
C 0.74 -2.57 -1.94
C 0.78 2.53 -2.45
C -2.20 1.63 -2.19
Ce 0.00 0.00 0.00
Cl 4.92 1.47 0.84
Cl 2.16 -0.76 0.69
O -1.75 0.60 0.83
H 3.06 -0.94 -2.02
H 3.09 0.80 -1.79
H 2.82 0.13 -3.40
H 1.74 2.72 -1.98
H 0.08 3.26 -2.07
H 0.89 2.70 -3.52
H -2.05 2.57 -1.66
H -3.10 1.18 -1.81
H -2.36 1.86 -3.25
H -3.08 -1.04 -1.33
H -2.08 -2.48 -1.36
H -2.61 -1.76 -2.87
H 1.70 -2.68 -1.44
H 0.85 -2.94 -2.96
H 0.03 -3.20 -1.42
H -1.70 1.48 1.22
O -0.52 -1.56 0.99
H -1.45 -1.50 1.27
N 0.00 0.00 3.26
C 0.00 0.00 2.00
*
```

* E_tot: -2029.946610 Ha
* gap between HOMO and LUMO: 0.20159 Eh
* HOMO: -0.9 eV
* energy relative to the best compared isomer or geometry (same formula, charge and spin): 821.4 kJ/mol

Here are the Löwdin charges for atoms 1 to 5, given in e:
1. C -0.3614
2. C -0.3419
3. C -0.2994
4. C -0.0660
5. C -0.3188